No. 1
DFT (wB97M-V/def2-TZVPD) results for C9H9N3OS as an isolated structure.

Geometry as ORCA input:
```
! wB97M-V def2-TZVPD RIJCOSX def2/J DEFGRID3
* xyz 0 1
C 2.036 -2.460 -0.529
C 1.558 -2.090 -1.769
C 1.798 -1.626 0.564
C 0.933 0.040 -0.768
C 0.318 1.196 -1.025
C 0.980 -0.863 -1.976
C -1.941 0.807 2.043
C -0.422 0.806 1.942
C -1.999 1.871 1.024
N 1.320 -0.408 0.445
N 0.429 -0.353 -3.040
N -0.529 1.916 1.079
O -0.385 1.931 -3.783
S -0.437 0.955 -2.715
H 2.237 -3.566 -0.579
H 1.648 -2.695 -2.670
H 2.008 -1.904 1.551
H -2.381 -0.201 1.846
H -2.326 1.176 2.908
H 0.156 1.078 2.710
H -0.062 -0.103 1.438
H -2.534 1.644 0.056
H -2.405 2.850 1.248
*
```

Properties
max |F|	0.0841	Eh/bohr
relative energy (zero: lowest compared OMol25 entry of this formula, charge and spin)	8.391	eV
LUMO energy (alpha / beta)	-1.7 / -1.8	eV

No. 2
DFT (wB97M-V/def2-TZVPD) results for one molecule with the formula C9H9N3OS.

Geometry as ORCA input:
```
! wB97M-V def2-TZVPD RIJCOSX def2/J DEFGRID3
* xyz 0 1
C 2.414 0.019 0.133
C -2.393 -0.134 -0.924
C 1.239 -0.218 -0.267
C 0.849 -1.503 1.654
C -1.337 -0.794 1.238
C -1.142 -0.584 -0.378
C 0.009 0.410 -0.659
C 0.018 0.695 -2.229
C -0.314 1.716 0.111
N -3.341 0.099 -1.528
N 3.413 -0.624 0.598
N -0.448 -1.744 1.719
O -2.141 -0.293 2.014
S 2.216 -1.846 2.303
H -0.924 -1.623 -0.802
H -0.135 -0.229 -2.720
H 0.786 1.360 -2.564
H -0.908 1.213 -2.285
H -1.013 2.399 -0.435
H 0.577 2.283 0.225
H -0.756 1.495 1.133
H 4.079 -0.079 1.076
H -0.746 -2.016 2.587
*
```

Properties
max |F|	0.0639	Eh/bohr
relative energy (zero: lowest compared OMol25 entry of this formula, charge and spin)	4.739	eV
LUMO energy (alpha / beta)	-0.3 / -0.3	eV

No. 3
DFT (wB97M-V/def2-TZVPD) results for one molecule with the formula C9H9N3OS2.

Geometry as ORCA input:
```
! wB97M-V def2-TZVPD RIJCOSX def2/J DEFGRID3
* xyz 0 1
C -3.618 -0.873 -0.933
C -2.751 0.045 -1.511
C -3.361 -1.305 0.409
C -1.644 0.519 -0.823
C -2.284 -0.810 1.072
C -1.430 0.165 0.514
C 4.916 2.053 -0.857
C 3.104 0.853 0.103
C -0.247 0.670 1.223
N 3.856 1.815 -0.306
N 1.910 1.049 0.513
N 0.992 0.142 0.779
O 1.718 -2.503 -0.052
S 4.165 -0.830 0.268
S 2.942 -2.067 -0.842
H -4.413 -1.255 -1.542
H -2.833 0.161 -2.607
H -4.015 -2.096 0.888
H -0.886 0.924 -1.342
H -2.071 -1.048 2.153
H 5.323 2.880 -1.181
H -0.261 1.686 0.993
H -0.394 0.682 2.293
H 1.283 -0.855 0.788
*
```

Properties
max |F|	0.1110	Eh/bohr
relative energy (zero: lowest compared OMol25 entry of this formula, charge and spin)	5.248	eV
LUMO energy (alpha / beta)	-0.3 / -1.6	eV

No. 4
DFT (wB97M-V/def2-TZVPD) results for an isolated ion of composition C9H9N4O2 and charge +1.

Geometry as ORCA input:
```
! wB97M-V def2-TZVPD RIJCOSX def2/J DEFGRID3
* xyz 1 1
C -2.298 2.058 1.505
C -0.921 2.236 1.450
C -2.895 0.991 0.840
C -0.201 1.281 0.742
C -0.920 0.258 0.146
C 1.258 1.079 0.551
C 1.736 -2.316 -0.011
C 2.468 -0.992 -0.195
C 0.186 -0.703 -0.592
N -2.213 0.088 0.135
N 0.387 -2.034 -0.264
N 1.397 -0.021 -0.333
N -0.162 -0.606 -2.162
O 2.179 1.656 1.035
O 2.166 -3.388 0.257
H -2.917 2.745 2.059
H -0.424 3.064 1.929
H -3.965 0.847 0.863
H 3.100 -0.758 0.664
H 3.104 -1.029 -1.084
H -0.349 -2.690 -0.053
H -1.181 -0.538 -2.271
H 0.177 -1.451 -2.640
H 0.288 0.222 -2.572
*
```

Properties
max |F|	0.0583	Eh/bohr
relative energy (zero: lowest compared OMol25 entry of this formula, charge and spin)	0.000	eV
SMILES	[NH3+][C@@]12NC(=O)CN1C(=O)c1cccnc12
LUMO energy	-3.8	eV

No. 5
DFT (wB97M-V/def2-TZVPD) results for one molecule with the formula C9H9N5.

Geometry as ORCA input:
```
! wB97M-V def2-TZVPD RIJCOSX def2/J DEFGRID3
* xyz 0 1
C -3.199 -0.371 -0.008
C -2.183 1.689 0.035
C -0.916 -0.170 -0.112
C 1.591 -0.459 0.086
C 1.886 0.911 0.106
C 3.168 1.370 0.056
C 4.222 0.390 -0.007
C 3.947 -0.975 0.056
C 2.652 -1.389 0.212
H -4.243 -2.057 0.272
H -5.173 -0.461 0.776
H -2.351 2.786 0.103
H 0.152 -1.898 -0.470
H 0.971 1.638 0.084
H 3.372 2.464 -0.055
H 5.193 0.823 -0.189
H 4.627 -1.727 -0.240
H 2.433 -2.475 0.212
N -4.354 -1.048 0.029
N -3.283 1.054 0.131
N -0.925 1.128 -0.260
N 0.264 -0.841 -0.203
N -1.986 -1.017 -0.131
*
```

Properties
max |F|	0.1048	Eh/bohr
relative energy (zero: lowest compared OMol25 entry of this formula, charge and spin)	0.000	eV
SMILES	Nc1ncnc(Nc2ccccc2)n1
LUMO energy	0.5	eV

No. 6
DFT (wB97M-V/def2-TZVPD) results for one molecule with the formula C9H9NO.

Geometry as ORCA input:
```
! wB97M-V def2-TZVPD RIJCOSX def2/J DEFGRID3
* xyz 0 1
C 1.149 1.125 1.280
C 1.873 0.031 0.983
C -0.403 -0.562 0.580
C -1.201 -0.821 -0.586
C -0.316 0.865 1.040
C 1.051 -1.078 0.503
C -1.027 1.738 -1.002
C 1.405 -2.301 0.222
C -1.354 1.747 -2.208
N -0.674 1.895 0.137
O -0.828 -1.520 -1.499
H 1.400 2.086 1.644
H 2.919 -0.041 1.093
H -0.990 -1.241 1.438
H -2.337 -0.524 -0.665
H -0.841 0.903 2.030
H 0.591 -2.946 -0.096
H 2.543 -2.620 0.378
H -2.396 1.585 -2.392
H -0.563 1.679 -2.880
*
```

Properties
max |F|	0.0836	Eh/bohr
relative energy (zero: lowest compared OMol25 entry of this formula, charge and spin)	4.957	eV
SMILES	C=C=N[C@@H]1C=CC(=C)[C@@H]1C=O
LUMO energy	0.7	eV

No. 7
DFT (wB97M-V/def2-TZVPD) results for an isolated ion of composition C9H9O3S and charge -1.

Geometry as ORCA input:
```
! wB97M-V def2-TZVPD RIJCOSX def2/J DEFGRID3
* xyz -1 1
C -3.012 -0.127 -0.517
C -2.377 -0.822 0.522
C -2.254 0.531 -1.461
C -1.028 -0.780 0.652
C -0.926 0.664 -1.244
C -0.257 -0.088 -0.235
C 1.875 -1.512 -0.259
C 1.611 0.590 1.565
C 1.216 -0.023 -0.118
O 1.333 -2.436 0.355
O 2.825 -1.517 -1.104
O 1.148 1.866 1.699
S 2.002 1.031 -1.266
H -4.116 0.072 -0.651
H -3.095 -1.505 1.073
H -2.771 1.255 -2.162
H -0.312 -1.401 1.182
H -0.404 1.430 -1.823
H 1.176 -0.050 2.400
H 2.614 0.526 1.684
H 1.808 2.351 1.178
H 2.944 -0.054 -1.467
*
```

Properties
max |F|	0.1027	Eh/bohr
relative energy (zero: lowest compared OMol25 entry of this formula, charge and spin)	1.205	eV
SMILES	O=C([O-])[C@](S)(CO)c1ccccc1
LUMO energy	3.3	eV

No. 8
DFT (wB97M-V/def2-TZVPD) results for CBr2Cl2FOP as an isolated structure.

Geometry as ORCA input:
```
! wB97M-V def2-TZVPD RIJCOSX def2/J DEFGRID3
* xyz 0 1
C 0.801 0.000 0.316
O -0.829 -0.264 -1.905
F 0.426 -0.021 1.689
P -0.785 0.010 -0.494
Cl -1.852 -1.392 0.479
Cl -1.430 1.729 0.131
Br 1.774 -1.561 -0.101
Br 1.894 1.498 -0.116
*
```

Properties
max |F|	0.0438	Eh/bohr
relative energy (zero: lowest compared OMol25 entry of this formula, charge and spin)	0.000	eV
LUMO energy	0.0	eV

No. 9
DFT (wB97M-V/def2-TZVPD) results for one molecule with the formula CBr2ClNO2.

Geometry as ORCA input:
```
! wB97M-V def2-TZVPD RIJCOSX def2/J DEFGRID3
* xyz 0 1
C 0.513 -0.050 0.340
N -0.787 -0.185 -0.399
O -0.730 -0.496 -1.544
O -1.753 0.170 0.212
Cl 0.060 -0.124 1.996
Br 0.917 1.946 -0.210
Br 1.779 -1.262 -0.395
*
```

Properties
max |F|	0.0351	Eh/bohr
relative energy (zero: lowest compared OMol25 entry of this formula, charge and spin)	0.139	eV
SMILES	O=[N+]([O-])C(Cl)(Br)Br
LUMO energy	-1.4	eV

No. 10
DFT (wB97M-V/def2-TZVPD) results for a 2-piece molecular cluster, CBr3NP overall.

Geometry as ORCA input:
```
! wB97M-V def2-TZVPD RIJCOSX def2/J DEFGRID3
* xyz 1 1
C -0.255 -1.019 1.044
N 0.551 -1.840 0.913
P -1.615 -0.064 1.587
Br 0.286 0.691 -1.802
Br -0.429 1.907 1.956
Br 1.462 0.324 -3.698
*
```

Properties
max |F|	0.0622	Eh/bohr
relative energy (zero: lowest compared OMol25 entry of this formula, charge and spin)	3.058	eV
LUMO energy (alpha / beta)	-9.6 / -9.6	eV